Molecular formula: C4H3N3S2
Method: DFT, ωB97M-V with the def2-TZVPD basis set

Results
Structure (SMILES) ... N#C[C@H]1SCSN1C#N
HOMO-LUMO gap ... 0.36214 hartree
Strongest force on any atom ... 4.0 eV/A
LUMO ... -0.24 eV
Electronic energy ... -30334.607 eV
Energy above the lowest of the compared OMol25 structures with the same formula, charge and spin ... 26.77 kcal/mol

Each line ends with the Löwdin charge.
Geometry (Å):
N  2.64309  -1.69395  0.02501  0.20
C  1.68998  -1.12768  -0.24654  -0.28
C  0.47354  -0.54445  -0.70307  -0.53
S  -0.99188  -1.44740  0.21373  0.88
C  -1.87355  0.10706  0.51952  -0.78
S  -1.29744  1.35775  -0.57094  0.96
N  0.35790  0.85890  -0.54111  -0.39
C  1.22224  1.43877  0.23470  -0.40
N  1.96879  1.85916  0.95991  0.20
H  0.52417  -0.97116  -1.65019  0.10
H  -2.83814  -0.19050  0.22300  0.01
H  -1.87871  0.35349  1.53598  0.02